(1)
Molecular formula: C34H36ClIrN4O6PS3Se2
Method: DFT, the ωB97M-V functional and the def2-TZVPD basis

```
88
Properties=species:S:1:pos:R:3:forces:R:3
Ir -0.091666 1.385941 -0.174801 -2.416 -1.330 -0.058
Se -0.471118 1.053328 2.309977 0.461 -0.130 -0.557
P -2.631381 0.616174 2.073817 0.175 0.009 0.404
Se -3.466101 1.052698 0.176886 0.123 0.051 -0.126
C -2.856303 -1.127032 2.556167 -0.159 0.029 -0.013
C -3.673549 -1.969054 1.815397 0.011 0.036 -0.040
C -3.834368 -3.294726 2.198861 0.001 -0.045 -0.018
C -3.177419 -3.778417 3.318557 0.011 -0.005 -0.003
C -2.367890 -2.931477 4.068769 0.008 -0.027 0.002
C -2.212397 -1.609204 3.693303 -0.012 0.051 0.053
C -3.478852 1.512406 3.407601 -0.110 -0.025 -0.054
C -2.821150 2.294642 4.346084 0.074 0.013 0.006
C -3.544441 2.928664 5.347684 -0.035 0.013 0.033
C -4.920397 2.782639 5.413435 0.018 0.007 -0.002
C -5.581304 2.000943 4.473493 -0.017 0.006 0.014
C -4.864915 1.369109 3.474037 -0.006 -0.030 -0.014
H -4.173010 -1.585503 0.933430 -0.001 0.000 0.002
H -4.473739 -3.947519 1.618721 0.000 -0.005 -0.002
H -3.299495 -4.812067 3.614349 0.003 -0.008 0.002
H -1.860071 -3.305198 4.948451 -0.008 0.001 0.012
H -1.584158 -0.951258 4.282762 0.016 0.002 -0.014
H -1.747246 2.420961 4.299645 -0.005 -0.005 -0.021
H -3.025998 3.539404 6.074797 0.002 0.006 0.004
H -5.481642 3.279962 6.193429 -0.002 0.003 0.007
H -6.656308 1.887902 4.518312 -0.006 0.000 0.001
H -5.382558 0.769894 2.733828 0.004 0.002 -0.003
Cl 4.035356 3.281387 0.549049 0.050 -0.054 0.039
C 3.709100 2.529439 -0.996035 0.061 -0.136 -0.074
C 4.462575 2.974275 -2.072169 -0.009 -0.006 -0.024
C 4.317248 2.371095 -3.312330 0.025 0.012 -0.018
C 3.431660 1.313736 -3.462583 0.011 0.009 0.035
C 2.685938 0.889778 -2.377678 0.058 0.067 0.061
C 2.779796 1.494331 -1.117836 -0.044 -0.141 -0.099
C 1.936829 0.926817 -0.028990 -0.068 0.818 0.120
H 5.180784 3.769493 -1.923690 0.012 0.001 0.006
H 4.918190 2.708000 -4.146457 -0.002 0.008 -0.005
H 3.325840 0.810070 -4.414611 0.006 0.000 -0.011
H 1.997794 0.061398 -2.496275 0.026 -0.008 0.032
H 2.296972 1.199867 0.961903 0.053 -0.047 -0.022
H 1.930662 -0.151572 -0.153772 0.027 0.004 0.173
O 1.023231 3.777430 4.051088 -0.068 0.136 0.048
N 1.041957 3.226275 3.000385 0.139 -0.098 0.314
O 1.351545 3.566881 1.909877 0.256 0.456 0.073
N -0.193348 5.099272 -2.296480 -0.009 0.107 0.046
C 0.239263 4.526396 -1.166274 -0.125 0.059 -0.057
N 1.499896 4.682650 -0.816774 -0.033 -0.046 -0.117
S -0.888483 3.636357 -0.209811 0.583 0.097 0.124
H 0.378523 5.745914 -2.816591 -0.007 0.028 0.030
H -1.180957 5.084826 -2.486911 0.003 -0.064 -0.022
H 1.845152 4.210463 0.005340 0.000 0.015 0.024
H 2.178483 5.088413 -1.442128 0.026 -0.035 0.008
C 5.121074 -3.839143 1.715095 0.043 -0.001 0.011
C 3.738504 -3.359553 1.380208 -0.015 -0.008 -0.028
C 3.350632 -3.170681 0.052812 0.023 0.007 0.014
C 2.080967 -2.724912 -0.261569 -0.048 -0.034 -0.018
C 1.185906 -2.467171 0.769350 0.030 0.019 -0.003
C 1.548838 -2.634502 2.097466 0.035 -0.003 -0.015
C 2.824719 -3.086920 2.393932 -0.027 0.008 0.018
S -0.430966 -1.824951 0.461377 -0.058 0.213 -0.296
C -1.085640 -3.095903 -0.607135 0.026 -0.002 0.055
O -0.267566 -0.668881 -0.558586 0.320 -0.279 0.239
H 5.679083 -4.098908 0.817802 0.003 0.000 -0.007
H 5.081995 -4.717767 2.359517 -0.001 -0.006 0.006
H 5.677541 -3.066915 2.248536 0.005 0.005 0.004
H 4.056127 -3.372451 -0.743038 -0.001 -0.012 -0.012
H 1.796611 -2.565580 -1.295251 -0.008 0.002 -0.013
H 0.839892 -2.404948 2.883899 -0.001 0.020 0.008
H 3.118424 -3.218712 3.428015 0.003 -0.015 0.009
H -0.449441 -3.223110 -1.480990 0.016 0.026 -0.005
H -2.081258 -2.777788 -0.907785 -0.027 0.015 0.024
H -1.143206 -4.009718 -0.016752 0.002 -0.021 -0.014
N -0.999038 1.370516 -2.213186 0.985 0.412 -0.005
C -0.722179 0.402184 -3.239953 -0.108 -0.146 -0.158
C 0.238612 0.671314 -4.202342 -0.189 0.026 0.003
C 0.533163 -0.289548 -5.156622 0.128 -0.007 -0.027
C -0.125377 -1.509543 -5.154060 -0.159 0.136 -0.132
C -1.116130 -1.747094 -4.213294 -0.030 -0.144 0.061
C -1.421643 -0.794799 -3.256441 0.094 0.042 0.024
S 0.200769 -2.723970 -6.442986 0.102 -0.035 0.167
O -0.782679 -2.403418 -7.459022 -0.040 0.016 -0.028
O -0.016031 -3.990360 -5.762066 0.008 -0.039 0.006
O 1.578117 -2.452959 -6.816965 0.056 -0.006 -0.021
H -1.935122 1.251074 -1.829273 -0.077 -0.020 -0.127
H -0.935168 2.308836 -2.594392 -0.090 0.005 0.020
H 0.760229 1.622110 -4.191982 -0.022 -0.008 -0.016
H 1.291919 -0.121148 -5.910468 -0.018 0.027 -0.028
H -1.630739 -2.699648 -4.240309 -0.027 0.008 -0.016
H -2.187465 -0.971248 -2.510740 -0.034 0.002 0.001
```
Positions in Å, forces in eV/Å.

Frontier orbital gap (alpha / beta) in eV: 6.41 / 5.31
Energy in eV: -241933.96902
Total charge: 0
Highest occupied orbital energy (alpha / beta) in eV: -7.365 / -7.365
Multiplicity: 2


(2)
Molecular formula: C34H36F5IrN3O4PS
Method: DFT, the ωB97M-V functional and the def2-TZVPD basis

```
85
Properties=species:S:1:pos:R:3:forces:R:3
Ir 0.118792 0.236386 -0.030204 -0.063 -1.398 -0.228
C 1.442775 -3.060531 -2.070427 0.028 -0.079 0.104
C 0.178815 -2.962011 -1.309280 -0.105 0.043 0.137
N -0.340693 -1.905083 -0.675968 0.488 -0.085 -0.081
C -1.542566 -2.321255 -0.155887 0.074 0.216 -0.072
C -1.754243 -3.627049 -0.445141 -0.003 -0.167 0.020
N -0.657523 -4.002688 -1.172823 -0.034 0.014 -0.004
C -2.792759 -4.648164 -0.122894 0.014 0.038 -0.051
O -3.849663 -4.237257 0.541748 -0.025 -0.050 0.023
O -2.606091 -5.781294 -0.480248 -0.034 -0.012 -0.018
C -2.358156 -1.330296 0.540832 -0.162 0.000 0.019
O -3.447285 -1.611943 1.014761 0.006 0.107 -0.008
O -1.816579 -0.150056 0.617256 -0.018 0.304 -0.144
H 1.569133 -2.193310 -2.711499 -0.009 -0.020 -0.041
H 1.441659 -3.962582 -2.680256 -0.011 0.024 -0.016
H 2.282675 -3.113416 -1.377682 0.031 0.034 -0.018
H -0.543669 -4.941720 -1.533054 0.017 0.008 -0.005
H -3.808625 -3.270145 0.752866 0.002 0.040 -0.001
F 4.810288 -1.095003 -5.619079 0.024 0.013 -0.003
C 4.269097 -0.848758 -4.435505 0.010 -0.044 -0.118
C 3.298099 0.123322 -4.300894 -0.074 0.056 -0.038
F 2.906411 0.823049 -5.360826 0.007 0.022 0.001
C 2.726537 0.366191 -3.063593 0.067 -0.045 0.061
F 1.789948 1.314162 -3.002986 -0.065 -0.050 -0.087
C 3.084127 -0.350472 -1.928776 -0.258 0.083 -0.019
S 2.439817 -0.159550 -0.287682 -0.098 0.216 -0.069
C 4.080756 -1.309739 -2.098842 -0.011 -0.014 0.094
F 4.463620 -2.052227 -1.054368 0.028 -0.007 -0.027
C 4.661587 -1.571251 -3.323381 0.105 -0.032 0.068
F 5.580726 -2.522573 -3.440199 0.014 0.011 0.011
N 0.296480 1.882318 -0.945647 -0.524 0.780 1.337
C 0.276803 3.103671 -1.285146 0.284 -0.175 0.066
C -1.022346 3.807318 -1.457276 -0.043 -0.158 -0.048
C -1.179484 5.089351 -0.937445 -0.032 0.038 0.014
C -2.415612 5.713704 -1.012193 -0.006 -0.046 0.016
C -3.490438 5.060923 -1.602275 0.003 0.006 0.023
C -3.330450 3.784872 -2.126784 0.021 -0.034 0.003
C -2.100134 3.153189 -2.047579 0.015 0.089 -0.174
C 1.541741 3.836863 -1.540651 0.064 -0.073 -0.077
C 2.718174 3.454312 -0.892225 -0.077 0.069 -0.064
C 3.910069 4.090440 -1.186707 0.004 0.022 0.024
C 3.936626 5.109624 -2.131928 0.012 -0.028 -0.003
C 2.773490 5.483154 -2.789323 0.005 0.018 0.005
C 1.574888 4.852963 -2.493457 0.009 -0.025 -0.049
H -0.347268 5.586772 -0.454155 0.017 0.012 -0.072
H -2.538095 6.710488 -0.609830 -0.015 -0.014 0.019
H -4.456628 5.545910 -1.650070 0.021 0.015 -0.033
H -4.164938 3.279756 -2.594552 -0.001 0.012 0.005
H -1.964363 2.159623 -2.457573 -0.001 0.002 0.017
H 2.687150 2.653439 -0.167501 0.115 -0.082 -0.127
H 4.822312 3.789498 -0.688271 -0.014 0.016 0.023
H 4.869442 5.608522 -2.359307 -0.002 -0.011 -0.018
H 2.803231 6.258659 -3.542747 -0.018 0.013 0.019
H 0.673043 5.126754 -3.025428 0.006 0.014 0.023
C -1.656666 2.942906 3.607555 0.251 0.048 0.052
C -1.144833 2.638375 2.194204 -0.349 -0.294 -0.133
C -2.348342 2.523520 1.261758 -0.121 -0.043 0.174
P 0.050503 1.222837 2.127404 0.492 0.940 -0.741
C -0.222437 -0.029225 3.456737 -0.145 -0.284 -0.329
C 0.360779 0.337449 4.825844 0.049 -0.048 -0.021
C -1.690359 -0.456512 3.641760 0.081 -0.008 0.059
C 1.655405 2.092000 2.410590 0.131 -0.306 0.232
C 2.841154 1.138196 2.602587 -0.078 0.124 0.211
C 1.668587 3.152285 3.518136 -0.066 0.097 -0.115
H -2.116567 3.932010 3.596919 -0.016 -0.010 0.000
H -0.875529 2.952113 4.364836 -0.047 0.032 0.011
H -2.421594 2.226746 3.899403 -0.004 0.004 -0.003
H -0.518027 3.465727 1.843750 -0.004 0.010 -0.013
H -2.989436 1.692592 1.543158 -0.056 0.056 0.083
H -2.056056 2.370271 0.234298 -0.034 -0.037 -0.049
H -2.932299 3.444266 1.322800 0.072 0.038 -0.024
H 0.347745 -0.883628 3.069519 -0.009 -0.026 0.025
H -0.171113 1.171451 5.278878 0.001 -0.005 -0.004
H 1.421608 0.558682 4.805727 -0.024 -0.007 0.039
H 0.219449 -0.529178 5.473887 -0.014 0.015 0.008
H -2.164416 0.162157 4.402020 0.018 -0.011 0.018
H -1.720155 -1.487128 3.996975 0.009 0.016 0.029
H -2.285622 -0.396077 2.742360 -0.072 0.025 0.020
H 1.771016 2.609665 1.456240 -0.020 0.027 0.020
H 2.884308 0.764927 3.624381 0.064 0.077 -0.011
H 3.773377 1.671740 2.411346 -0.010 0.001 -0.022
H 2.812734 0.286176 1.940899 0.062 -0.137 0.042
H 1.573751 2.714867 4.509595 0.004 0.009 -0.003
H 0.892352 3.905248 3.395147 0.049 0.027 0.017
H 2.630517 3.666453 3.476571 -0.003 -0.015 0.008
```
Positions in Å, forces in eV/Å.

Frontier orbital gap (alpha / beta) in eV: 6.26 / 6.44
Energy in eV: -85047.78720
Total charge: +1
Highest occupied orbital energy (alpha / beta) in eV: -10.927 / -11.028
Multiplicity: 2